Here is C53H53BrF15GeNP2RhSSi as an isolated structure from the OMol25 dataset. Energies are from wB97M-V/def2-TZVPD.

Properties
frontier orbital gap = 0.2360 Eh
E = -9736.1719 Ha
2S+1 = 1
total charge = -1
energy above the lowest of the compared OMol25 structures with the same formula, charge and spin = 29.0 kJ/mol

Each line ends with the Mulliken charge.
Positions of all 129 atoms, in Å:
1 Rh 0.178 -0.609 1.377  -2.362
2 C -2.690 -2.054 4.261  -1.593
3 C -2.887 -0.604 3.823  0.510
4 C -2.539 0.313 4.996  -1.577
5 P -2.108 -0.188 2.155  1.824
6 C -3.117 1.306 1.709  0.632
7 C -3.267 1.471 0.197  -1.690
8 C -2.541 2.575 2.343  -1.348
9 C -2.945 -1.486 1.165  -1.759
10 C -4.283 -1.827 1.363  0.016
11 C -4.903 -2.865 0.687  0.564
12 C -6.357 -3.185 0.898  -1.775
13 C -4.113 -3.602 -0.198  -1.206
14 C -2.801 -3.265 -0.441  0.078
15 C -2.192 -2.158 0.189  -0.917
16 N -0.900 -1.779 -0.037  1.274
17 C -0.316 -2.013 -1.255  -0.491
18 C -1.043 -2.140 -2.450  -0.260
19 C -0.423 -2.401 -3.651  -1.367
20 C 0.958 -2.563 -3.737  0.052
21 C 1.641 -2.900 -5.034  -1.643
22 C 1.686 -2.386 -2.569  -0.344
23 C 1.091 -2.071 -1.348  -0.299
24 P 2.010 -1.688 0.181  1.993
25 C 2.515 -3.361 0.827  1.069
26 C 3.311 -3.262 2.127  -1.173
27 C 3.232 -4.308 -0.133  -1.725
28 C 3.652 -0.902 -0.214  1.495
29 C 3.542 0.595 -0.396  -0.406
30 C 4.526 -1.431 -1.358  -2.127
31 H -3.415 -2.280 5.048  0.617
32 H -1.697 -2.209 4.670  0.270
33 H -2.836 -2.765 3.451  0.206
34 H -3.951 -0.473 3.611  0.453
35 H -1.470 0.447 5.097  0.087
36 H -2.905 -0.143 5.919  0.454
37 H -2.999 1.294 4.919  0.419
38 H -4.108 1.092 2.128  0.840
39 H -2.301 1.657 -0.266  -0.089
40 H -3.925 2.320 -0.006  0.806
41 H -3.699 0.582 -0.265  0.264
42 H -1.481 2.669 2.103  -0.054
43 H -2.648 2.599 3.422  0.157
44 H -3.047 3.453 1.941  0.599
45 H -4.876 -1.268 2.076  0.270
46 H -6.674 -2.935 1.911  0.372
47 H -6.553 -4.245 0.736  0.389
48 H -6.995 -2.627 0.208  0.287
49 H -4.538 -4.462 -0.702  0.358
50 H -2.215 -3.859 -1.131  0.644
51 H -2.116 -2.000 -2.422  0.672
52 H -1.025 -2.467 -4.551  0.265
53 H 0.920 -2.955 -5.849  0.383
54 H 2.151 -3.864 -4.978  0.356
55 H 2.387 -2.151 -5.305  0.229
56 H 2.757 -2.490 -2.627  0.742
57 H 1.544 -3.805 1.047  0.069
58 H 4.295 -2.823 1.953  0.314
59 H 3.466 -4.261 2.541  0.451
60 H 2.800 -2.664 2.872  -0.038
61 H 4.282 -4.046 -0.249  0.384
62 H 2.763 -4.350 -1.115  0.335
63 H 3.203 -5.315 0.292  0.423
64 H 4.189 -1.081 0.724  0.193
65 H 2.982 0.809 -1.304  -0.765
66 H 4.543 1.025 -0.480  1.113
67 H 3.019 1.072 0.419  -1.130
68 H 4.177 -1.037 -2.312  0.291
69 H 4.590 -2.510 -1.432  0.318
70 H 5.538 -1.048 -1.206  0.444
71 Br 0.296 -5.637 5.884  -0.231
72 C 0.257 -4.207 4.627  -0.673
73 C 0.743 -2.966 4.985  -0.442
74 C 0.703 -1.933 4.056  -0.812
75 C 0.210 -2.096 2.756  3.215
76 C -0.281 -3.370 2.451  -0.409
77 C -0.264 -4.417 3.367  -0.648
78 H 1.140 -2.796 5.977  0.387
79 H 1.076 -0.980 4.376  -0.563
80 H -0.699 -3.569 1.476  0.299
81 H -0.655 -5.387 3.090  0.513
82 C 0.707 1.567 4.392  -1.690
83 Si 1.427 0.999 2.716  1.919
84 C 3.191 0.451 3.212  -1.348
85 C 1.728 2.736 1.987  -1.059
86 H 1.450 2.204 4.877  0.611
87 H 0.459 0.772 5.090  0.442
88 H -0.188 2.171 4.235  0.314
89 H 3.714 1.292 3.675  0.624
90 H 3.771 0.146 2.345  0.186
91 H 3.203 -0.375 3.922  0.318
92 H 2.007 3.398 2.811  0.567
93 H 0.831 3.132 1.510  -0.359
94 H 2.524 2.773 1.250  0.377
95 F 0.239 1.185 -5.036  -0.382
96 C 1.478 1.508 -4.618  0.333
97 C 1.677 2.196 -3.434  -0.466
98 C 2.997 2.433 -3.082  0.224
99 F 3.288 3.018 -1.906  -0.467
100 C 4.067 2.055 -3.870  0.099
101 F 5.330 2.299 -3.488  -0.376
102 C 3.825 1.385 -5.060  0.789
103 F 4.851 1.000 -5.839  -0.343
104 C 2.522 1.102 -5.435  0.110
105 F 2.286 0.437 -6.577  -0.399
106 Ge 0.213 2.647 -2.158  1.890
107 S 0.184 1.228 -0.604  -0.130
108 C -1.403 2.764 -3.329  -0.064
109 C -1.558 3.825 -4.208  0.816
110 F -0.618 4.785 -4.298  -0.352
111 C -2.639 3.957 -5.062  -0.005
112 F -2.742 5.006 -5.890  -0.320
113 C -3.619 2.978 -5.061  0.829
114 F -4.677 3.080 -5.881  -0.326
115 C -3.491 1.888 -4.217  -0.146
116 F -4.425 0.925 -4.230  -0.316
117 C -2.391 1.795 -3.376  -0.671
118 F -2.316 0.693 -2.620  0.251
119 C 0.467 4.569 -1.648  -0.395
120 C 1.287 5.502 -2.270  0.213
121 F 1.939 5.218 -3.408  -0.399
122 C 1.434 6.799 -1.810  0.099
123 F 2.237 7.666 -2.445  -0.317
124 C 0.726 7.215 -0.695  0.765
125 F 0.854 8.473 -0.242  -0.325
126 C -0.142 6.333 -0.075  -0.152
127 F -0.870 6.735 0.978  -0.322
128 C -0.256 5.044 -0.571  -0.111
129 F -1.157 4.249 0.027  -0.019

Forces on atoms 1 to 6 (eV/Å):
0.08 0.31 0.36
-0.07 -0.07 -0.10
0.24 -0.02 0.09
-0.08 0.00 -0.06
0.08 -0.61 -0.26
0.15 0.16 0.01

---

Here is C53H53ClN4PTi as an isolated structure from the OMol25 dataset. Energies are from wB97M-V/def2-TZVPD.

Properties
frontier orbital gap = 0.2317 Eh
E = -3920.7046 Ha
2S+1 = 1
total charge = +3
energy above the lowest of the compared OMol25 structures with the same formula, charge and spin = 143.6 kJ/mol

Each line ends with the Mulliken charge.
Positions of all 113 atoms, in Å:
1 Ti -0.139 0.788 0.570  0.819
2 C -3.094 0.138 1.834  -0.934
3 C -2.683 1.565 2.109  0.607
4 C -3.527 2.421 2.830  -0.996
5 C -3.096 3.681 3.115  -1.095
6 C -1.824 4.098 2.693  -0.809
7 C -1.048 3.242 1.954  0.358
8 N -1.469 1.962 1.666  1.291
9 C 0.308 3.585 1.484  -0.014
10 C 0.793 4.864 1.422  -0.556
11 C 2.065 5.049 0.919  -1.268
12 C 2.890 3.961 0.662  -1.049
13 C 2.399 2.668 0.825  -0.141
14 N 1.069 2.484 1.119  1.540
15 C 3.316 1.499 0.807  1.175
16 C 4.378 1.422 -0.067  -0.724
17 C 5.370 0.489 0.180  -1.059
18 C 5.232 -0.339 1.286  -0.629
19 C 4.118 -0.225 2.118  0.378
20 C 4.006 -0.948 3.403  -1.183
21 N 3.154 0.686 1.860  0.112
22 H -4.151 0.126 1.566  0.780
23 H -2.512 -0.390 1.068  -0.410
24 H -2.965 -0.429 2.777  0.211
25 H -4.521 2.068 3.153  0.623
26 H -3.728 4.336 3.698  0.505
27 H -1.455 5.074 2.984  0.558
28 H 0.203 5.712 1.750  0.511
29 H 2.478 6.062 0.850  0.494
30 H 3.922 4.138 0.381  0.628
31 H 4.457 2.143 -0.871  0.577
32 H 6.275 0.430 -0.416  0.519
33 H 6.035 -1.060 1.494  0.488
34 H 4.621 -1.836 3.412  0.437
35 H 4.357 -0.235 4.153  0.409
36 H 2.956 -1.168 3.663  0.095
37 Cl -0.627 3.911 -1.519  -0.163
38 C -2.261 3.488 -2.049  0.590
39 C -3.067 4.559 -2.376  -0.699
40 C -4.357 4.322 -2.835  -0.624
41 C -4.826 3.045 -2.981  -0.914
42 C -4.002 1.974 -2.690  -0.571
43 C -2.709 2.172 -2.190  0.304
44 P -1.518 0.816 -1.877  2.288
45 C -0.304 1.157 -3.166  0.410
46 C 1.041 1.428 -2.892  0.405
47 C 1.948 1.726 -3.891  -0.643
48 C 1.499 1.754 -5.198  -0.894
49 C 0.167 1.524 -5.491  -1.002
50 C -0.726 1.232 -4.487  -0.920
51 C -2.464 -0.696 -2.351  0.384
52 C -2.061 -1.506 -3.410  -1.018
53 C -2.757 -2.686 -3.674  -0.693
54 C -3.822 -3.077 -2.864  -0.730
55 C -4.245 -2.279 -1.819  -1.247
56 C -3.544 -1.115 -1.567  -0.270
57 H -2.682 5.566 -2.262  0.543
58 H -4.955 5.185 -3.110  0.442
59 H -5.838 2.896 -3.356  0.456
60 H -4.316 0.954 -2.788  0.545
61 H 1.404 1.369 -1.848  -0.179
62 H 2.972 1.967 -3.658  0.546
63 H 2.218 2.003 -5.987  0.431
64 H -0.149 1.564 -6.521  0.502
65 H -1.792 1.088 -4.718  0.530
66 H -1.212 -1.220 -4.019  0.315
67 H -2.447 -3.310 -4.495  0.500
68 H -4.335 -3.987 -3.100  0.500
69 H -5.143 -2.487 -1.260  0.542
70 H -3.861 -0.491 -0.746  0.666
71 C 0.218 1.300 4.976  -1.841
72 C -0.153 0.088 4.155  -0.779
73 C -0.864 -0.951 4.662  -0.668
74 C -1.138 -2.127 3.945  0.186
75 C -1.882 -3.228 4.600  -1.865
76 C -0.686 -2.266 2.628  -0.297
77 C 0.034 -1.186 2.059  1.255
78 C 0.345 -0.053 2.834  1.008
79 N 0.428 -0.965 0.710  1.025
80 C 0.982 -2.109 -0.097  1.030
81 C -0.140 -3.011 -0.653  -0.523
82 C 0.458 -4.093 -1.550  0.457
83 C 1.414 -4.937 -0.695  -1.458
84 C 2.525 -4.074 -0.142  0.434
85 C 3.299 -3.464 -1.305  -1.524
86 C 2.383 -2.578 -2.137  0.244
87 C 1.248 -3.435 -2.706  -1.256
88 C 1.754 -1.476 -1.268  0.202
89 C 1.939 -2.978 0.770  -0.702
90 H 0.434 1.021 6.017  0.524
91 H -0.655 1.943 4.971  0.328
92 H 1.071 1.841 4.601  0.338
93 H -1.199 -0.902 5.695  0.500
94 H -2.436 -2.852 5.469  0.463
95 H -1.164 -3.958 4.978  0.343
96 H -2.573 -3.716 3.920  0.408
97 H -0.914 -3.137 2.042  0.516
98 H 1.183 0.583 2.520  -0.427
99 H -0.839 -2.382 -1.213  -0.956
100 H -0.739 -3.471 0.140  0.605
101 H -0.307 -4.737 -2.004  0.447
102 H 1.859 -5.751 -1.283  0.498
103 H 0.786 -5.419 0.085  0.490
104 H 3.202 -4.674 0.470  0.367
105 H 3.692 -4.262 -1.933  0.602
106 H 4.149 -2.904 -0.946  0.410
107 H 2.922 -2.054 -2.935  0.493
108 H 1.663 -4.241 -3.326  0.590
109 H 0.582 -2.842 -3.336  0.198
110 H 1.058 -0.862 -1.872  -1.056
111 H 2.532 -0.810 -0.879  -0.421
112 H 2.729 -2.341 1.188  -0.513
113 H 1.374 -3.435 1.595  0.743

Forces on atoms 1 to 6 (eV/Å):
-0.19 -0.26 0.02
0.09 0.22 0.80
0.20 -0.48 -0.42
-0.40 -1.01 -0.33
0.43 0.57 0.20
-0.29 0.07 0.14